96
Properties=species:S:1:pos:R:3:lowdin_charge:R:1 method="wB97M-V/def2-TZVPD" smiles="C[C@@H](I)[C@@H](I)C1=C(N=C=S)C(=O)c2c(B(O)O)c(P(O)O)c(Cl)c(COC(F)(F)F)c2C1=O.C1CCOC1.C1CCOC1.C1CCOC1.C1CCOC1" energy_ha=-4246.87092 homo_energy_ev=-8.787 max_force_ev_per_a=5.57
C 2.43 -1.48 0.52 -0.155
C 2.77 -0.68 -0.84 -0.764
I 2.43 -1.90 -2.66 0.750
C 2.14 0.78 -0.93 -0.695
I 2.85 1.85 -2.73 0.849
C 0.55 0.86 -0.85 -0.111
C -0.01 2.14 -0.50 -0.125
N 0.91 3.29 -0.20 0.070
C 0.48 4.29 -0.94 -0.604
S -0.41 5.60 -1.44 0.719
C -1.61 2.39 -0.43 -0.226
O -2.14 3.10 0.45 0.086
C -2.42 1.59 -1.58 0.032
C -3.66 2.15 -2.30 0.026
B -4.29 3.61 -1.96 -0.551
O -3.74 4.87 -2.42 0.070
O -5.50 3.63 -1.14 0.058
C -4.35 1.31 -3.44 -0.255
P -5.84 2.11 -4.29 0.916
O -5.37 3.17 -5.56 -0.296
O -7.01 0.97 -4.78 -0.331
C -3.73 -0.08 -3.79 -0.423
Cl -4.56 -0.99 -5.17 0.599
C -2.47 -0.69 -3.06 -0.061
C -1.93 -2.13 -3.49 -0.139
O -2.06 -3.17 -2.49 -0.002
C -3.39 -3.37 -2.07 -0.439
F -4.35 -3.34 -3.11 0.081
F -3.44 -4.70 -1.54 0.061
F -3.78 -2.53 -0.98 0.089
C -1.82 0.18 -1.94 0.060
C -0.49 -0.30 -1.15 -0.234
O -0.40 -1.49 -0.81 0.037
H 2.15 -0.74 1.35 0.083
H 3.42 -1.97 0.87 0.087
H 1.69 -2.34 0.39 0.065
H 3.92 -0.53 -0.83 0.076
H 2.58 1.38 -0.04 0.103
H -3.80 5.50 -1.67 0.105
H -6.12 4.25 -1.61 0.110
H -5.40 2.72 -6.44 0.056
H -6.95 0.86 -5.77 0.053
H -2.41 -2.53 -4.46 0.118
H -0.81 -2.04 -3.72 0.122
C -5.73 -5.94 0.32 -0.179
C -5.83 -6.06 1.82 -0.178
C -6.87 -7.15 1.98 -0.210
O -6.76 -8.01 0.84 -0.142
C -5.91 -7.38 -0.13 -0.204
H -4.80 -5.50 -0.03 0.090
H -6.56 -5.32 -0.06 0.121
H -4.87 -6.41 2.23 0.116
H -6.10 -5.13 2.32 0.114
H -7.88 -6.73 1.98 0.116
H -6.73 -7.73 2.90 0.115
H -4.95 -7.91 -0.14 0.118
H -6.37 -7.45 -1.12 0.117
C 3.21 3.47 -8.01 -0.178
C 4.48 4.18 -7.59 -0.179
C 4.21 4.46 -6.13 -0.203
O 3.37 3.41 -5.65 -0.227
C 2.88 2.66 -6.78 -0.212
H 3.33 2.86 -8.91 0.115
H 2.42 4.21 -8.20 0.117
H 5.33 3.51 -7.70 0.117
H 4.69 5.09 -8.17 0.115
H 3.67 5.41 -5.99 0.119
H 5.13 4.50 -5.53 0.119
H 3.39 1.70 -6.79 0.120
H 1.81 2.49 -6.66 0.118
C 1.13 -0.73 5.84 -0.176
C 2.65 -0.72 5.81 -0.175
C 2.93 -0.15 4.43 -0.203
O 1.84 0.73 4.11 -0.147
C 0.79 0.53 5.06 -0.204
H 0.71 -0.74 6.84 0.114
H 0.76 -1.61 5.30 0.115
H 3.02 -0.03 6.58 0.092
H 3.10 -1.70 5.97 0.120
H 2.96 -0.94 3.68 0.102
H 3.87 0.40 4.39 0.114
H 0.77 1.40 5.72 0.116
H -0.17 0.45 4.54 0.117
C 6.24 1.89 8.57 -0.178
C 7.44 1.33 7.84 -0.179
C 6.83 0.18 7.07 -0.200
O 5.47 0.54 6.78 -0.159
C 5.13 1.70 7.55 -0.207
H 6.35 2.93 8.88 0.115
H 6.03 1.29 9.46 0.117
H 7.83 2.08 7.14 0.116
H 8.25 1.03 8.50 0.114
H 6.81 -0.74 7.68 0.118
H 7.36 -0.03 6.14 0.118
H 5.07 2.55 6.86 0.122
H 4.15 1.56 8.01 0.114



14
Properties=species:S:1:pos:R:3:lowdin_charge:R:1 method="wB97M-V/def2-TZVPD" de_lowest_kj_mol=142.42 smiles="O=C1C[C@H](S)[C@@H](S)O1" energy_ha=-1102.84369 homo_energy_ev=-9.674 max_force_ev_per_a=4.41
C 0.77 -2.03 -0.06 -0.436
C -0.47 -1.44 -0.60 -0.135
C -0.24 0.05 -0.45 -0.651
C 0.85 0.21 0.60 -0.688
O 1.15 -3.16 -0.05 0.161
O 1.47 -1.00 0.61 -0.031
S 0.21 0.72 -2.10 0.775
S 0.13 0.57 2.29 0.757
H -0.52 -1.92 -1.63 0.157
H -1.29 -1.59 0.08 0.128
H -1.26 0.70 -0.32 0.149
H 1.52 0.99 0.34 0.091
H 1.48 0.41 -1.98 -0.139
H 1.13 0.46 3.19 -0.139



24
Properties=species:S:1:pos:R:3:lowdin_charge:R:1 method="wB97M-V/def2-TZVPD" charge=+1 de_lowest_kj_mol=229.25 energy_ha=-534.19607 homo_energy_ev=-13.275 max_force_ev_per_a=4.74
C 0.72 0.80 1.54 -0.152
C -0.44 0.44 0.71 -0.196
C -1.67 -0.04 1.01 -0.355
C 0.92 -0.02 -1.16 -0.105
C -2.10 -0.29 2.35 0.006
C 2.33 -1.88 -1.67 -0.055
C -0.54 1.88 -1.21 -0.021
N 1.45 -1.12 -0.84 0.015
N -0.11 0.65 -0.65 -0.136
O -2.55 -0.26 0.10 0.206
O 1.76 1.02 0.93 0.061
H 0.47 0.68 2.57 0.125
H 1.36 0.28 -2.11 0.181
H -1.94 0.66 2.94 0.127
H -1.41 -1.06 2.94 0.159
H -3.13 -0.59 2.44 0.097
H 2.38 -1.73 -2.81 0.126
H 3.42 -1.69 -1.28 0.130
H 2.19 -3.00 -1.38 0.129
H 0.36 2.59 -1.31 0.135
H -1.11 1.85 -2.15 0.101
H -1.15 2.30 -0.26 0.166
H 1.09 -1.53 0.02 0.174
H -2.34 0.07 -0.72 0.081